Record 1
Density functional theory data (the ωB97M-V functional and the def2-TZVPD basis) for a structure of composition C37H81CuN2O17S6.

Summary:
2S+1: 2
Frontier orbital gap (spin up / spin down): 7.857 / 4.916 eV
Expectation value of S²: 0.7564
LUMO level (spin up / spin down): -3.1224 / -6.0630 eV
Energy above the lowest of the compared OMol25 structures with the same formula, charge and spin: 0.0 kcal per mole
Total charge: +1
Total energy: -187112.0312 eV

CARTESIAN COORDINATES (ANGSTROEM)
S (-2.99, 2.03, -4.47)
C (-2.02, 3.70, -0.49)
C (-4.73, 1.62, -4.59)
H (0.84, 2.52, -2.77)
H (-1.64, 3.10, 1.48)
H (4.65, -0.51, -0.46)
H (2.67, -3.10, 3.93)
C (1.75, -2.98, -0.22)
O (-4.52, -3.59, 3.09)
C (4.45, 4.44, 0.08)
C (-3.95, 1.65, -6.93)
H (-5.94, -1.73, 4.33)
H (6.19, 4.86, 1.33)
C (2.92, 1.73, -3.02)
C (5.76, 0.45, 1.76)
H (0.84, 0.55, 5.65)
S (-3.50, 4.48, 1.56)
H (3.19, -3.64, 1.86)
H (1.30, -1.61, 2.40)
C (2.44, -4.38, 1.53)
H (6.35, -0.32, 1.26)
H (-3.88, 0.55, -6.93)
C (1.18, -0.03, 4.80)
H (-0.46, -1.37, 4.92)
C (0.12, -0.88, 4.14)
H (-1.85, -5.87, -0.88)
H (1.02, -6.69, 1.47)
C (-3.56, -3.50, -1.69)
C (-0.33, -0.05, 0.33)
C (4.26, 0.30, 1.49)
C (-4.57, -0.12, 2.67)
H (-3.57, -2.40, -1.64)
H (1.93, 3.50, -3.74)
C (3.73, 1.48, -4.28)
C (-5.16, 1.97, -6.02)
O (-3.74, 3.75, 2.75)
H (5.78, 5.50, -1.08)
H (3.48, -5.19, 3.75)
H (4.24, 2.40, -4.60)
C (-1.47, -4.85, -0.73)
H (4.06, -0.99, 2.97)
Cu (-1.05, -0.96, -3.55)
H (-3.82, 0.37, 4.58)
O (0.75, 2.59, -5.91)
C (-0.68, -0.26, -1.09)
H (-4.47, -3.63, 0.25)
H (6.10, 1.44, 1.45)
C (-3.56, -1.22, 2.36)
H (-5.55, 0.64, 4.42)
H (-1.06, 0.65, 0.76)
N (3.08, -5.98, 3.25)
C (-4.92, -1.47, 4.65)
H (4.85, 4.07, 2.18)
C (2.97, 4.39, 0.20)
O (2.12, -4.26, 0.14)
H (4.69, 5.74, 1.78)
H (2.13, -6.93, 0.13)
H (-2.19, 4.56, -1.16)
C (-4.75, -0.05, 4.18)
H (0.66, 0.38, 0.45)
H (-2.47, 3.24, -6.46)
O (0.35, 0.52, -4.59)
O (-2.24, 0.89, -3.98)
H (2.56, 4.32, -0.84)
H (-1.77, 1.71, -6.50)
O (0.26, -0.40, -1.96)
H (-0.39, -4.86, -0.63)
N (4.77, 5.56, -0.90)
H (-4.81, -1.74, 5.69)
H (2.47, -2.21, 0.09)
O (3.85, -0.99, 2.00)
C (-4.34, 3.70, 0.17)
O (-3.72, 5.87, 1.51)
H (-5.20, 3.14, 0.51)
H (-4.10, -5.22, -0.52)
C (5.10, 4.81, 1.40)
H (0.75, 3.18, 0.19)
O (-2.58, -2.69, 4.33)
C (-3.27, 2.88, -0.56)
H (1.71, -2.91, -1.32)
H (-5.40, 3.04, -6.04)
O (-1.85, -0.41, -1.49)
H (-5.45, -0.28, 2.06)
H (-0.40, -1.01, 0.84)
H (1.52, -4.22, 2.13)
S (-1.98, -4.08, -2.29)
H (0.73, -2.74, 0.13)
H (2.34, -7.84, 1.62)
S (2.41, -1.23, 5.32)
H (-4.32, -3.72, -2.45)
C (1.80, -2.58, 4.29)
H (1.65, 0.58, 4.03)
H (-3.17, 1.89, -0.10)
O (-1.16, -2.92, -2.61)
H (-4.69, 4.46, -0.53)
H (1.21, -3.21, 4.96)
H (4.86, 3.49, -0.30)
C (4.05, 0.28, 0.00)
H (-3.65, 2.73, -1.57)
H (5.95, 0.29, 2.83)
O (2.26, -1.55, 6.70)
C (-1.87, 4.06, 0.98)
H (3.69, -6.76, 3.44)
H (-3.76, -1.68, 1.41)
H (4.55, 1.18, -0.40)
O (2.62, 3.29, 0.96)
H (2.68, -0.08, -5.45)
O (-2.19, -5.08, -3.28)
O (-2.86, 3.31, -3.86)
H (3.02, 1.36, -6.37)
C (-2.38, -4.19, 0.29)
S (1.19, 1.65, -4.95)
H (-1.13, 4.77, 1.33)
S (-3.82, -2.45, 3.65)
H (4.37, 5.33, -1.83)
H (1.13, 2.26, 1.69)
H (-2.46, -4.68, 1.26)
H (2.58, 0.79, -2.58)
H (-6.06, 1.44, -6.33)
C (2.07, -6.86, 1.22)
H (3.01, 0.29, -0.33)
H (-4.12, 0.82, 2.35)
H (0.92, 3.99, 1.82)
C (0.84, -1.97, 3.32)
C (1.68, 2.48, -3.46)
H (-2.53, -0.92, 2.53)
H (3.95, -5.88, 1.32)
O (3.69, -0.80, 4.82)
C (2.82, 1.00, -5.37)
H (-4.10, 1.97, -7.95)
H (3.44, 2.33, -2.28)
H (3.69, 1.08, 1.99)
H (-2.01, -3.18, 0.50)
C (-2.72, 2.19, -6.24)
H (-1.13, 3.28, -0.98)
C (2.96, -5.76, 1.81)
H (-5.31, 2.03, -3.77)
C (1.28, 3.20, 1.16)
H (-0.52, -0.25, 3.53)
C (-3.77, -4.20, -0.35)
H (2.53, 5.30, 0.63)
H (4.58, 0.83, -4.05)
H (-4.73, 0.53, -4.43)
H (0.03, -2.65, 3.02)

Record 2
Density functional theory data (the ωB97M-V functional and the def2-TZVPD basis) for a cluster of 4 separate species, C37H82BrN6O13Si in total.

Summary:
Frontier orbital gap: 5.263 eV
LUMO level: -4.1192 eV
Energy above the lowest of the compared OMol25 structures with the same formula, charge and spin: 0.0 kcal per mole
Total charge: +1
Total energy: -153163.2305 eV

CARTESIAN COORDINATES (ANGSTROEM)
O (4.43, -8.66, -4.65)
C (2.23, -9.48, -5.18)
H (2.74, 0.01, 2.05)
H (3.17, -4.48, -7.25)
Br (-4.75, 4.30, 7.68)
C (-0.55, 6.64, 4.47)
C (4.75, -11.78, -6.57)
H (1.17, -9.31, -4.95)
H (2.23, -3.00, -6.14)
C (-2.18, 3.70, 5.13)
H (0.96, -3.47, -9.36)
H (-5.56, 1.93, 5.15)
H (2.32, -0.01, -8.12)
H (-5.47, 1.01, 3.70)
H (-4.11, 2.77, 2.00)
H (-2.50, 2.24, 2.29)
C (-3.81, 2.28, 4.07)
H (3.93, -1.35, -6.84)
H (-1.13, 1.93, 4.38)
H (-0.20, 2.91, 5.53)
H (5.00, -1.62, 0.19)
O (-0.45, 4.84, 1.92)
H (5.31, -3.50, -4.14)
H (-2.04, 6.42, 1.14)
H (-3.33, 1.31, 4.23)
H (2.53, 0.00, -0.86)
H (-1.86, -0.27, 6.81)
H (0.73, -10.70, -7.04)
C (4.91, -0.38, -2.04)
H (-6.69, 2.56, 2.58)
O (0.35, 6.88, 3.67)
H (-8.57, 5.98, 6.69)
H (1.80, -12.78, -7.49)
H (3.38, -9.48, -6.84)
H (-2.69, 2.91, 7.79)
C (4.26, -2.08, -0.48)
H (-2.17, 5.75, 8.68)
C (-1.19, 2.53, 5.28)
O (3.26, 2.38, -0.25)
C (5.15, -7.77, -5.50)
H (4.63, -5.45, -7.47)
H (1.59, 1.95, 0.92)
H (0.61, -3.24, -7.63)
H (4.05, 0.26, -2.24)
H (-0.01, -2.07, -8.83)
H (3.68, -1.78, -3.93)
H (4.47, -11.90, -5.53)
C (-2.82, 3.97, 7.64)
O (-1.63, 1.66, 6.30)
H (-1.36, 7.11, 6.45)
C (3.05, 0.36, 1.06)
H (5.47, 0.01, -1.19)
H (0.98, -0.72, -7.22)
C (2.94, -1.13, -6.42)
O (-7.30, 3.32, 4.34)
N (-1.80, 6.00, 4.05)
N (-0.08, 3.98, 0.82)
O (2.04, -1.99, -8.49)
H (4.43, -3.16, -0.41)
H (-3.84, 4.73, 3.19)
H (0.29, 4.17, 3.74)
C (-3.30, 2.82, 2.72)
H (-6.05, 6.56, 5.71)
H (-1.09, 7.71, 1.81)
H (6.21, -8.03, -5.43)
C (-8.76, 5.74, 3.42)
H (2.82, -7.40, -5.03)
H (5.04, -10.74, -6.75)
H (1.81, 1.92, -1.67)
O (-1.01, 3.71, 0.19)
H (-0.17, 8.20, 5.78)
H (4.75, -3.68, -7.52)
H (5.55, -0.36, -2.92)
C (2.33, 2.78, -1.25)
C (-2.24, 4.68, 8.86)
C (2.41, -12.04, -6.97)
C (4.70, -3.30, -5.03)
C (-6.24, 3.03, 3.46)
H (1.61, 3.49, -0.86)
H (-9.32, 6.51, 3.95)
H (0.39, 6.67, 6.41)
O (-3.57, 7.43, 3.64)
O (4.51, -1.73, -1.82)
H (3.09, 2.37, 1.77)
O (4.51, -4.57, -5.64)
H (2.90, 3.26, -2.04)
Si (-7.61, 4.94, 4.66)
H (-0.29, 0.08, 6.14)
H (-5.74, 3.93, 3.09)
N (-2.98, 4.27, 2.87)
H (2.90, -3.35, -3.90)
C (-0.59, 4.08, 3.12)
H (-0.65, 3.04, 2.82)
H (-9.48, 5.06, 2.99)
C (3.42, -2.64, -4.55)
C (-0.43, 7.15, 5.89)
H (-2.77, 7.99, 1.35)
H (5.01, -6.74, -5.19)
C (0.83, -2.72, -8.57)
C (2.83, -1.82, -0.03)
H (-7.84, 4.39, 7.01)
H (-8.22, 6.25, 2.62)
H (2.17, -2.33, -0.74)
C (-2.14, 4.55, 6.40)
H (5.30, -2.65, -5.67)
C (-5.31, 2.00, 4.10)
C (2.68, 1.82, 0.92)
H (-1.73, -0.04, 5.08)
N (2.46, -2.21, -5.56)
H (-2.80, 4.45, 9.76)
C (4.25, -4.52, -7.04)
C (-1.35, 0.30, 6.04)
H (2.54, -10.42, -4.71)
O (3.73, -12.20, -7.45)
H (2.67, -2.29, 0.94)
H (4.84, -7.89, -6.55)
H (3.02, -0.22, -5.83)
H (-5.99, 6.66, 3.94)
C (-6.06, 5.99, 4.79)
H (-5.17, 5.36, 4.81)
H (-9.42, 4.45, 6.29)
H (2.80, -8.29, -3.50)
C (3.05, -8.36, -4.56)
H (2.35, -12.29, -5.90)
H (1.88, -10.51, -8.36)
O (-3.51, 3.21, 5.08)
C (-2.56, 6.92, 3.18)
C (2.00, -0.90, -7.58)
H (-1.22, 4.33, 9.01)
N (2.38, -0.43, 0.04)
C (1.80, -10.67, -7.28)
H (-2.59, 5.51, 6.23)
H (-2.76, 4.64, 1.94)
N (2.39, -9.50, -6.63)
C (-2.08, 7.28, 1.80)
H (4.14, 0.29, 1.00)
H (-1.09, 4.68, 6.65)
C (-1.86, 4.57, 3.83)
H (5.63, -12.40, -6.77)
C (-8.47, 4.96, 6.33)

Record 3
Density functional theory data (the ωB97M-V functional and the def2-TZVPD basis) for a cluster of 13 separate species, C37H84Cl4N12O12 in total.

Summary:
Frontier orbital gap: 9.018 eV
LUMO level: 0.3342 eV
Total energy: -132270.9886 eV

CARTESIAN COORDINATES (ANGSTROEM)
H (1.38, -5.39, -2.61)
C (1.40, 0.10, -4.44)
H (-2.39, 1.65, 2.12)
C (0.36, 0.05, -6.59)
Cl (-7.82, -1.95, 0.23)
C (3.87, 0.81, 3.04)
H (2.63, 4.74, 2.94)
H (2.02, 1.97, -6.89)
H (-3.23, -3.71, -2.64)
C (4.57, 0.48, -0.75)
H (5.11, 0.29, -3.19)
H (-2.08, 5.53, 0.44)
H (-3.17, 2.05, 5.89)
C (-0.95, -2.31, 0.28)
C (-3.29, -3.54, -3.73)
N (1.85, -3.36, -2.43)
H (-4.94, 2.58, 4.85)
H (-1.96, -0.63, -5.02)
C (2.48, 1.27, -6.23)
H (3.42, -2.00, 3.00)
C (-6.13, -1.69, 0.56)
N (-2.97, -2.13, -4.06)
C (1.00, -4.47, -2.08)
C (2.42, -3.14, 5.45)
H (2.52, -2.17, -3.99)
C (0.49, -0.29, 0.75)
H (-0.32, -2.95, 4.42)
H (1.14, -4.54, -1.01)
H (-4.84, -1.47, -3.50)
H (6.52, -1.03, 3.71)
H (-3.93, 5.53, 0.11)
H (6.25, 0.57, 4.31)
O (-0.81, 3.18, -4.33)
H (3.07, 0.62, -6.91)
H (-0.38, 0.77, -6.69)
C (0.18, 3.18, -3.62)
O (-1.65, 0.79, 5.30)
H (-4.39, -3.55, 4.17)
H (-0.78, 3.01, 2.80)
H (-3.77, 0.57, 2.22)
O (-2.39, -5.55, 5.72)
H (-0.65, -1.57, 5.60)
H (-3.53, -1.24, -2.26)
C (-2.71, 1.38, 5.14)
H (6.41, 1.41, -3.24)
C (2.34, 4.04, -2.99)
H (-3.19, 5.51, -2.60)
H (1.96, -4.04, 5.09)
O (2.84, -0.35, 5.78)
C (2.42, -2.61, -1.47)
H (3.64, -0.08, -1.06)
H (-2.19, 0.09, 2.94)
C (-3.00, 4.97, 0.17)
N (4.91, 1.62, -1.61)
O (-3.51, 2.16, -0.14)
N (1.22, 3.54, 2.02)
N (-4.04, -5.64, 4.13)
Cl (-5.64, -0.12, -0.09)
H (-2.67, -4.20, -4.25)
H (4.10, 1.61, 3.79)
O (2.89, 0.97, 2.32)
H (-3.74, -4.17, 2.65)
H (-4.30, -3.76, -3.94)
H (-3.91, 3.45, 3.66)
H (-5.22, -6.42, 2.56)
H (5.43, -0.25, -0.62)
N (-2.78, 4.10, -1.05)
C (-1.34, -0.29, -1.05)
H (-3.33, 2.44, -2.11)
H (1.14, 5.87, -4.59)
H (0.44, 0.74, 0.37)
C (1.49, 3.86, 0.73)
N (1.20, 3.97, -3.84)
H (-1.48, 5.32, -2.29)
H (0.41, 4.79, -5.66)
H (0.49, 1.78, 2.89)
C (5.73, -0.38, 4.06)
C (-2.88, 0.90, 2.71)
H (-3.59, -0.21, -3.78)
N (4.69, -0.27, 3.05)
C (-5.23, -6.34, 3.64)
H (2.83, -3.18, 6.48)
H (-0.71, 0.56, -1.26)
C (-3.21, 2.85, -1.08)
C (-2.44, 4.77, -2.36)
C (-3.73, -4.28, 3.72)
H (0.98, -3.01, -4.38)
H (-2.40, 4.08, -3.24)
H (2.40, -3.96, -4.34)
H (0.23, -0.17, 1.80)
C (1.94, -3.10, -3.84)
H (0.51, -0.54, -4.22)
H (-0.24, 2.23, 1.31)
H (4.35, 0.82, 0.22)
H (3.58, -1.22, 1.53)
O (-1.82, -2.95, -0.28)
H (3.09, -1.79, -1.78)
H (2.11, 3.41, -2.16)
O (2.32, 0.21, -3.62)
N (1.40, -2.05, 5.29)
H (-3.16, 4.20, 1.00)
H (2.19, 4.85, -5.55)
C (5.04, 2.90, -1.14)
H (-0.19, -3.23, 6.09)
H (-5.23, -7.32, 4.15)
H (3.31, 3.74, -3.50)
H (4.82, 1.96, -3.72)
O (2.23, -2.72, -0.28)
C (5.35, 1.33, -3.00)
H (2.34, 4.52, 0.58)
H (-5.05, 2.10, 3.09)
O (0.82, 3.47, -0.23)
C (-3.35, -6.12, 5.18)
H (-0.31, -2.65, 1.12)
C (-3.82, -1.18, -3.35)
H (3.16, 1.83, -5.53)
H (0.85, -0.09, 5.45)
H (5.25, -0.70, 4.94)
H (-2.28, 0.06, -0.72)
C (1.24, 4.86, -4.99)
H (2.51, 3.12, 3.60)
H (4.65, 3.05, -0.07)
C (-4.41, 2.51, 3.87)
H (-0.06, -0.87, -6.10)
O (-1.17, -2.51, -5.37)
H (2.46, 5.05, -2.57)
O (5.47, 3.83, -1.75)
H (-2.76, -4.01, 4.12)
C (0.16, 2.62, 2.28)
C (-1.99, -1.75, -4.85)
C (1.74, -0.76, 5.54)
H (4.99, -2.19, 2.20)
H (1.48, -0.82, 0.60)
H (1.33, 4.24, 4.04)
N (1.35, 0.59, -5.68)
H (-1.36, -0.88, -1.93)
Cl (-5.13, -2.93, -0.20)
H (3.31, -2.82, 4.87)
H (-3.50, -7.21, 5.37)
N (-3.38, 1.42, 3.97)
H (-0.03, -4.29, -2.48)
Cl (-5.91, -1.83, 2.32)
H (0.85, -0.11, -7.57)
C (1.97, 3.93, 3.16)
H (-6.17, -5.79, 3.96)
C (4.16, -1.51, 2.42)
N (-0.61, -1.02, -0.01)
C (-0.02, -2.45, 5.34)
H (0.34, 2.49, -2.76)